Entry 1:
{"formula": "C2H3N2O2", "method": "ωB97M-V with the def2-TZVPD basis set", "elements": ["C", "C", "N", "N", "O", "O", "H", "H", "H"], "coordinates": [[1.8852, 0.8619, 0.0126], [-1.6389, -0.4950, 0.2675], [2.0732, -0.0707, 0.6473], [-0.4932, -0.4565, -0.3522], [-0.0329, 0.6147, -0.9577], [0.2333, -1.4530, -0.3431], [1.9231, 1.7969, -0.4603], [-1.8087, -1.2626, 1.0529], [-2.1410, 0.4644, 0.1330]], "atomic_forces_ev_per_a": [[0.381, 0.090, 0.314], [-1.498, 1.256, 0.855], [1.095, -0.333, 1.054], [1.289, 0.077, -0.562], [-1.548, -0.387, -0.265], [0.747, -1.447, -0.507], [-0.196, 0.498, -0.459], [0.091, 0.728, -1.074], [-0.360, -0.483, 0.645]], "e_above_lowest_kcal_mol": 83.0, "multiplicity": 1, "total_charge": -1, "total_energy_ha": -337.87711, "max_force_ev_per_a": 2.1, "homo_ev": -2.95}

***

Entry 2:
{"formula": "C2H3N2O2", "method": "ωB97M-V with the def2-TZVPD basis set", "elements": ["C", "C", "N", "N", "O", "O", "H", "H", "H"], "coordinates": [[-4.6209, 0.1322, -0.0793], [-0.1147, -0.1531, 0.7806], [-1.9926, 0.1514, -0.6719], [-1.5865, -0.3453, 0.3782], [-4.9885, 0.6104, -1.0905], [-4.5902, -0.2709, 1.0230], [0.0979, -0.9142, 1.6186], [-0.2831, 0.7809, 1.3661], [0.7136, 0.0436, -0.0600]], "atomic_forces_ev_per_a": [[-0.016, 0.426, 0.020], [0.594, 0.654, 0.644], [0.407, -0.824, 1.778], [-0.715, 0.305, -1.692], [0.243, -0.421, 0.464], [0.226, 0.050, -0.779], [0.176, 0.687, -1.609], [0.755, -0.235, -0.390], [-1.671, -0.643, 1.564]], "e_above_lowest_kcal_mol": 29.1, "multiplicity": 1, "total_charge": -1, "total_energy_ha": -337.96309, "max_force_ev_per_a": 2.4, "homo_ev": -1.01}

***

Entry 3:
{"formula": "C2H3N2O2", "method": "ωB97M-V with the def2-TZVPD basis set", "elements": ["C", "C", "N", "N", "O", "O", "H", "H", "H"], "coordinates": [[-0.2947, -0.0644, 0.2061], [0.3913, 1.1354, 0.7891], [3.0361, 1.1535, 0.1983], [-0.6038, 1.2682, -0.0657], [-1.5688, 2.0140, -0.4118], [3.4993, 0.1817, -0.3369], [0.1974, -0.6495, -0.7107], [-1.0046, -0.5024, 0.7795], [1.4807, 1.3467, 0.5951]], "atomic_forces_ev_per_a": [[2.349, -1.135, -3.871], [-0.465, 0.583, -0.794], [0.262, 0.469, 0.103], [0.610, 1.696, 1.331], [-0.083, -0.064, -0.661], [-0.039, -0.350, -0.188], [-1.209, 0.878, 1.979], [-1.860, -2.249, 1.760], [0.436, 0.173, 0.341]], "e_above_lowest_kcal_mol": 165.6, "multiplicity": 1, "total_charge": -1, "total_energy_ha": -337.74548, "max_force_ev_per_a": 4.7, "homo_ev": [-1.32, -2.48]}

***

Entry 4:
{"formula": "C2H3N2O2", "method": "ωB97M-V with the def2-TZVPD basis set", "elements": ["C", "C", "N", "N", "O", "O", "H", "H", "H"], "coordinates": [[-0.0333, -0.2538, -0.5647], [-0.1521, 0.1111, 0.6603], [0.2743, -1.5043, 2.5494], [0.0822, -0.8886, 3.6216], [0.0571, -1.7373, 4.6138], [0.0720, 0.3384, 3.8052], [-0.1793, 0.6969, -1.2405], [0.3129, -1.2374, -0.9224], [-0.3982, 0.9976, 1.0810]], "atomic_forces_ev_per_a": [[0.274, 1.527, -2.155], [0.709, -3.071, 1.211], [-0.513, 0.771, -1.777], [1.161, -1.750, 1.137], [-0.377, 0.938, -0.062], [-0.487, 0.587, -0.088], [0.280, -2.174, 0.292], [-0.360, 0.686, 0.008], [-0.687, 2.486, 1.435]], "e_above_lowest_kcal_mol": 154.5, "multiplicity": 1, "total_charge": -1, "total_energy_ha": -337.76318, "max_force_ev_per_a": 3.4, "homo_ev": [-3.90, -3.87]}